The following is a DFT calculation (ωB97M-V/def2-TZVPD) of a structure of composition C38H33AuBrN2O3P2Te at a distorted geometry.

The geometry in XYZ format:
```
81
Properties=species:S:1:pos:R:3
C -1.021 -0.565 3.694
C -0.730 -3.782 1.124
P -0.182 0.246 1.101
C -0.619 0.463 2.850
C 1.576 -0.048 0.976
C 1.416 -3.560 -1.550
H 5.950 2.868 -0.832
H -0.209 -4.646 1.512
Te 2.703 1.223 2.317
H 0.719 -2.377 1.862
H -0.709 -2.409 -3.916
C -5.597 2.641 -0.590
H -5.781 2.681 -1.661
C 3.070 -2.721 4.205
H -1.538 -1.122 5.690
C -0.867 -1.408 0.801
H -3.498 -2.957 -0.633
C 4.396 -1.361 2.289
C 5.730 -0.382 -1.723
C -0.001 -2.396 -3.097
C -1.232 -0.314 5.040
H 3.535 2.510 -0.475
O -0.961 3.593 -1.534
P 1.772 0.452 -0.766
C -2.053 -1.563 0.099
H 1.819 -4.486 -1.162
C 4.655 -2.686 2.592
C -2.575 -2.831 -0.087
H -6.083 3.499 -0.134
H 6.343 -1.188 -2.103
H -5.541 1.942 -5.192
C -0.667 1.992 4.714
N 4.007 -3.364 3.527
H -1.197 1.142 6.610
H -3.814 5.197 -3.411
H 1.945 -0.926 4.550
C 0.388 -1.193 -2.537
N -4.766 3.614 -4.293
H 2.459 -2.337 -0.130
H 0.238 -4.523 -3.055
H -0.197 2.554 2.696
H -3.529 1.477 -1.746
C -3.588 1.560 -4.354
C 0.523 -3.580 -2.610
Br -3.539 -0.257 -4.937
C 1.790 -2.360 -0.981
C 4.380 -0.595 -1.500
H -1.667 1.488 -3.374
H 4.937 -0.860 1.500
C -0.467 1.748 3.370
H -3.629 3.536 -0.758
C 4.167 1.687 -0.792
H -2.319 -4.927 0.270
H 2.549 -3.309 4.953
C -1.486 4.170 -2.521
H -6.034 1.725 -0.198
C -0.208 -2.519 1.319
H -2.547 -0.682 -0.294
C -4.693 2.344 -4.652
C -1.914 -3.936 0.423
C -1.044 0.956 5.556
C -2.528 2.092 -3.634
C 2.734 -1.397 3.982
H 5.408 -3.244 2.046
H 3.954 -1.565 -1.715
C 5.514 1.894 -1.008
C 6.301 0.854 -1.477
C -2.606 3.430 -3.269
H 7.354 1.013 -1.666
O -3.472 1.483 -0.781
H -0.008 -0.256 -2.908
C -4.101 2.655 -0.306
C -3.741 4.145 -3.649
O -1.236 5.287 -2.944
C 1.289 -1.163 -1.481
H -0.522 2.988 5.112
H -3.902 2.668 0.768
C 3.404 -0.694 2.991
C 3.584 0.437 -1.016
Au -0.818 1.799 -0.397
H -1.168 -1.563 3.309
```

Its energy above the lowest of the compared OMol25 structures with the same formula, charge and spin is 43.7 kcal/mol. The spin multiplicity is 1. Its net charge is -1.